{
  "formula": "C37H33N6OPS4Sn",
  "method": "ωB97M-V/def2-TZVPD",
  "elements": ["Sn", "C", "S", "C", "S", "N", "N", "C", "C", "C", "C", "C", "C", "N", "H", "H", "H", "H", "H", "H", "H", "H", "C", "C", "C", "N", "H", "H", "H", "H", "H", "S", "C", "N", "O", "P", "C", "C", "C", "C", "C", "C", "C", "C", "C", "C", "C", "C", "C", "C", "C", "C", "C", "C", "H", "H", "H", "H", "H", "H", "H", "H", "H", "H", "H", "H", "H", "H", "H", "S", "C", "N", "C", "C", "C", "C", "C", "C", "H", "H", "H", "H", "H"],
  "xyz": [[0.130, -0.192, -0.050], [-0.087, 3.532, 4.994], [-1.019, 3.522, 3.429], [-0.024, 2.360, 2.525], [-0.198, 0.753, 3.037], [0.700, 2.801, 1.567], [1.423, 1.988, 0.837], [2.614, 2.250, 0.462], [3.406, 1.256, -0.228], [4.687, 1.575, -0.681], [5.479, 0.579, -1.229], [4.966, -0.708, -1.287], [3.677, -0.934, -0.814], [2.903, 0.013, -0.312], [-0.701, 4.077, 5.702], [0.083, 2.517, 5.345], [0.854, 4.053, 4.836], [3.101, 3.184, 0.741], [5.052, 2.586, -0.597], [6.473, 0.802, -1.585], [5.553, -1.520, -1.684], [3.249, -1.927, -0.825], [-4.454, -3.501, 0.513], [-4.222, -2.718, -0.788], [-2.980, -2.020, -0.734], [-1.964, -1.495, -0.630], [-5.370, -4.081, 0.426], [-4.550, -2.824, 1.358], [-3.629, -4.182, 0.708], [-5.026, -1.993, -0.948], [-4.201, -3.401, -1.642], [0.862, 0.177, -2.606], [-0.602, 0.334, -3.335], [-1.617, 0.443, -3.867], [-1.705, 1.522, -0.018], [-2.990, 2.299, -0.068], [-3.745, 2.374, 1.575], [-4.553, 3.439, 1.956], [-5.137, 3.437, 3.211], [-4.941, 2.366, 4.069], [-4.147, 1.297, 3.681], [-3.548, 1.300, 2.436], [-4.205, 1.528, -1.175], [-3.904, 1.505, -2.531], [-4.756, 0.868, -3.417], [-5.918, 0.280, -2.944], [-6.239, 0.342, -1.595], [-5.386, 0.973, -0.702], [-2.714, 3.972, -0.702], [-3.774, 4.744, -1.169], [-3.535, 6.040, -1.591], [-2.245, 6.550, -1.568], [-1.191, 5.774, -1.111], [-1.424, 4.481, -0.677], [-4.727, 4.254, 1.269], [-5.751, 4.268, 3.525], [-5.424, 2.352, 5.033], [-4.008, 0.457, 4.345], [-2.928, 0.473, 2.107], [-3.008, 1.990, -2.891], [-4.512, 0.848, -4.468], [-6.588, -0.213, -3.633], [-7.158, -0.099, -1.237], [-5.637, 1.034, 0.347], [-4.773, 4.333, -1.217], [-4.352, 6.651, -1.946], [-2.058, 7.554, -1.919], [-0.187, 6.170, -1.094], [-0.618, 3.855, -0.320], [1.425, -5.068, -0.806], [1.226, -3.386, -1.059], [0.657, -2.716, -0.106], [0.297, -3.535, 0.932], [-0.393, -3.154, 2.081], [-0.731, -4.121, 2.999], [-0.366, -5.454, 2.808], [0.332, -5.852, 1.686], [0.647, -4.886, 0.742], [1.541, -2.932, -1.979], [-0.662, -2.115, 2.223], [-1.289, -3.849, 3.879], [-0.638, -6.190, 3.547], [0.613, -6.882, 1.539]],
  "e_homo_ev": [-13.584, -13.558],
  "charge": 2,
  "orbital_gap_ev": [4.95, 5.07],
  "de_lowest_kcal_mol": 38.51
}